1.
ORCA calculation (the ωB97M-V functional and the def2-TZVPD basis) on a 3-piece molecular cluster, C2H12NO2S overall in a non-equilibrium geometry.

Geometry (Å):
S (-1.938, -0.177, 0.998)
O (-1.090, -2.153, -2.768)
O (1.148, 2.933, 0.208)
N (0.577, -0.267, -0.643)
C (0.761, -0.569, 0.818)
C (-0.302, 0.005, 1.732)
H (1.773, -0.205, 1.034)
H (-1.773, -2.793, -2.507)
H (-2.622, 0.105, 2.129)
H (-1.145, -1.999, -3.714)
H (1.339, -0.701, -1.247)
H (-0.095, 1.020, 2.058)
H (1.372, 3.364, -0.627)
H (1.309, 3.618, 0.867)
H (-0.324, -0.662, -0.955)
H (0.845, -1.652, 0.907)
H (0.464, 0.734, -0.906)
H (-0.298, -0.599, 2.620)

Calculated values
LUMO (alpha / beta) = 0.68 / 0.47 eV
Total energy = -686.68533 a.u.
Net charge = 0
Max |F| = 1.11 eV/A
2S+1 = 2
HOMO level (alpha / beta) = -0.110 / -0.344 hartree
Energy above the lowest of the compared OMol25 structures with the same formula, charge and spin = 21.1 kJ/mol

=====

2.
ORCA calculation (the ωB97M-V functional and the def2-TZVPD basis) on a 4-piece molecular cluster, C2H12NO3 overall in a non-equilibrium geometry.

Geometry (Å):
O (-2.757, 0.155, 0.587)
O (0.782, -3.025, -0.525)
O (0.184, 1.558, 2.496)
N (-0.301, 0.544, -0.412)
C (1.711, 0.116, -1.739)
C (0.943, 0.927, -1.081)
H (-0.669, -0.435, -0.854)
H (-0.233, 0.655, 0.554)
H (-3.111, -0.611, 0.906)
H (2.629, 0.453, -2.212)
H (1.123, 1.995, -1.147)
H (-1.052, 1.144, -0.629)
H (1.379, -0.944, -1.766)
H (0.763, -3.771, 0.174)
H (-2.989, 0.908, 1.238)
H (0.874, -3.252, -1.432)
H (0.723, 1.096, 3.206)
H (0.002, 2.486, 2.635)

Calculated values
LUMO (alpha / beta) = 0.67 / 0.52 eV
Total energy = -363.68188 a.u.
Net charge = 0
Max |F| = 5.17 eV/A
2S+1 = 2
HOMO level (alpha / beta) = -0.101 / -0.395 hartree
Energy above the lowest of the compared OMol25 structures with the same formula, charge and spin = 291.6 kJ/mol